Here is a structure of composition C25H36BN6O2PtS4 from the OMol25 dataset. Energies are from ωB97M-V/def2-TZVPD.

Last column: Löwdin charge in e.
Geometry (Å):
Pt (2.05, -1.07, -0.59)  1.045
N (6.06, -0.69, -1.97)  0.160
C (6.38, -1.96, -1.56)  0.000
C (5.25, -2.48, -0.99)  -0.070
N (4.25, -1.54, -1.07)  -0.023
C (4.77, -0.48, -1.65)  -0.262
C (3.95, 0.71, -1.80)  -0.217
N (2.73, 0.73, -1.25)  -0.067
C (2.15, 1.94, -1.56)  -0.050
C (3.04, 2.66, -2.29)  0.013
N (4.16, 1.87, -2.43)  0.175
H (6.70, -0.06, -2.42)  0.186
H (7.36, -2.38, -1.70)  0.146
H (5.10, -3.45, -0.56)  0.125
H (1.16, 2.20, -1.24)  0.130
H (2.98, 3.65, -2.72)  0.149
H (4.99, 2.13, -2.95)  0.192
C (-2.10, -4.62, 2.10)  -0.511
C (-2.73, -4.15, 0.78)  -0.487
S (-1.96, -2.73, -0.05)  0.930
C (-1.20, -3.48, -1.51)  -0.489
C (0.08, -4.26, -1.28)  -0.408
S (1.60, -3.43, -0.65)  0.889
C (1.79, -4.19, 0.99)  -0.498
C (0.62, -4.02, 1.95)  -0.564
S (-0.51, -5.44, 1.93)  0.929
H (-2.76, -5.37, 2.54)  0.089
H (-2.01, -3.80, 2.81)  0.087
H (-3.75, -3.83, 1.01)  0.084
H (-2.80, -4.97, 0.07)  0.089
H (-1.05, -2.67, -2.21)  0.067
H (-1.91, -4.16, -1.97)  0.107
H (0.41, -4.70, -2.22)  0.101
H (-0.07, -5.06, -0.56)  0.043
H (2.72, -3.77, 1.39)  0.054
H (2.00, -5.24, 0.77)  0.098
H (0.04, -3.12, 1.73)  0.016
H (1.01, -3.91, 2.97)  0.084
S (2.16, -1.11, 1.74)  0.874
C (2.21, 0.49, 2.45)  -0.662
N (2.98, 0.69, 3.51)  0.065
C (2.85, 2.06, 4.03)  -0.061
C (1.73, 2.64, 3.13)  -0.059
N (1.51, 1.55, 2.15)  0.088
H (3.65, 0.01, 3.85)  0.163
H (3.79, 2.59, 3.90)  0.136
H (2.59, 2.05, 5.08)  0.137
H (2.01, 3.56, 2.64)  0.132
H (0.81, 2.80, 3.69)  0.138
H (0.76, 1.52, 1.47)  0.119
C (-4.41, 4.70, -1.50)  -0.033
C (-4.43, 3.57, -0.47)  -0.559
C (-4.17, 4.16, 0.92)  -0.062
C (-5.81, 2.90, -0.46)  -0.030
C (-3.38, 2.52, -0.85)  -0.133
C (-3.46, 1.90, -2.11)  0.012
C (-2.56, 0.94, -2.55)  0.054
C (-1.56, 0.61, -1.67)  -0.184
O (-0.52, -0.32, -1.81)  0.131
B (0.18, -0.25, -0.64)  -0.806
O (-0.33, 0.68, 0.23)  0.079
C (-1.46, 1.21, -0.44)  -0.165
C (-2.34, 2.16, 0.01)  0.078
H (-5.16, 5.45, -1.23)  0.098
H (-4.65, 4.35, -2.51)  0.083
H (-3.43, 5.19, -1.53)  0.093
H (-4.94, 4.90, 1.14)  0.098
H (-3.20, 4.67, 0.97)  0.087
H (-4.22, 3.40, 1.70)  0.089
H (-6.58, 3.64, -0.21)  0.098
H (-5.86, 2.10, 0.28)  0.095
H (-6.07, 2.49, -1.44)  0.085
H (-4.27, 2.18, -2.78)  0.124
H (-2.65, 0.48, -3.52)  0.138
H (-2.24, 2.61, 0.99)  0.119

- total charge = +3
- energy above the lowest of the compared OMol25 structures with the same formula, charge and spin (kcal/mol) = 31.4